# C52H122Br16O24P6

14 unconnected molecules or ions with the total composition C52H122Br16O24P6 in a non-equilibrium geometry (the ωB97M-V functional and the def2-TZVPD basis, OMol25).

**E_tot**: -47093.1350 Eh

The geometry in ORCA input format:
```
! RIJCOSX wB97M-V def2-TZVPD def2/J DEFGRID3
* xyz 0 1
Br 1.279 -40.191 -2.722
C 0.114 -39.602 -1.284
C 0.002 -38.071 -1.324
Br -1.059 -37.573 0.291
H 0.514 -40.050 -0.374
H -0.851 -40.076 -1.463
H -0.544 -37.745 -2.210
H 0.970 -37.590 -1.183
Br 5.267 -31.579 2.298
C 4.892 -32.137 4.194
C 3.858 -31.234 4.798
Br 3.567 -31.809 6.671
H 5.855 -31.944 4.665
H 4.618 -33.190 4.268
H 2.910 -31.401 4.288
H 4.177 -30.195 4.874
Br 0.468 -23.037 -1.404
C 0.722 -24.918 -0.712
C -0.700 -25.576 -0.894
Br -0.584 -27.517 -0.494
H 1.128 -24.861 0.298
H 1.498 -25.434 -1.278
H -1.071 -25.492 -1.915
H -1.315 -24.923 -0.276
Br 4.465 -26.551 0.062
C 3.826 -28.279 -0.660
C 4.852 -29.348 -0.326
Br 4.386 -31.056 -1.287
H 3.760 -28.126 -1.738
H 2.884 -28.601 -0.217
H 4.962 -29.531 0.743
H 5.859 -29.029 -0.592
Br -7.512 -37.670 1.182
C -6.123 -38.276 -0.159
C -5.791 -37.090 -1.028
Br -4.211 -37.563 -2.088
H -6.665 -39.089 -0.642
H -5.257 -38.689 0.358
H -5.687 -36.102 -0.579
H -6.564 -36.959 -1.786
Br -1.798 -36.024 -3.995
C -3.462 -34.867 -4.388
C -3.268 -33.978 -5.541
Br -4.978 -33.069 -6.107
H -3.644 -34.367 -3.437
H -4.320 -35.524 -4.533
H -3.032 -34.675 -6.346
H -2.475 -33.232 -5.487
Br -1.699 -33.723 6.466
C -0.698 -34.658 5.050
C 0.594 -33.884 4.800
Br 1.738 -34.937 3.559
H -1.250 -34.772 4.117
H -0.431 -35.642 5.436
H 1.231 -33.684 5.662
H 0.473 -32.895 4.358
Br -9.053 -29.200 1.437
C -8.164 -27.826 2.555
C -8.373 -28.142 4.092
Br -7.893 -26.479 5.053
H -8.662 -26.872 2.382
H -7.134 -27.814 2.198
H -7.791 -28.966 4.507
H -9.424 -28.213 4.374
C -1.789 -27.706 11.635
C -3.186 -28.124 12.101
O -3.082 -29.588 12.419
P -3.939 -30.733 11.614
O -3.798 -32.126 12.180
O -3.411 -30.532 10.055
C -3.706 -31.480 9.015
C -4.667 -30.875 7.988
O -5.486 -30.181 11.693
C -6.359 -30.499 12.756
C -5.714 -30.247 14.152
H -1.126 -28.245 12.312
H -1.673 -28.100 10.625
H -1.622 -26.632 11.563
H -3.397 -27.591 13.028
H -3.984 -27.816 11.426
H -2.728 -31.708 8.591
H -4.200 -32.391 9.353
H -4.222 -29.989 7.536
H -4.764 -31.732 7.321
H -5.622 -30.717 8.490
H -7.291 -29.935 12.803
H -6.622 -31.556 12.712
H -6.622 -30.148 14.746
H -5.037 -31.015 14.528
H -5.240 -29.276 14.291
C -0.933 -26.316 3.077
C -1.126 -27.338 4.198
O -1.702 -26.883 5.437
P -3.303 -26.550 5.489
O -4.126 -27.779 5.270
O -3.648 -25.943 6.956
C -3.719 -26.713 8.068
C -5.250 -26.855 8.280
O -3.488 -25.329 4.413
C -4.750 -24.883 3.993
C -5.370 -23.986 5.031
H -1.874 -26.159 2.549
H -0.753 -25.325 3.493
H -0.102 -26.642 2.452
H -1.705 -28.189 3.841
H -0.088 -27.634 4.352
H -3.294 -27.712 7.970
H -3.177 -26.331 8.934
H -5.642 -25.889 8.599
H -5.818 -27.305 7.465
H -5.550 -27.491 9.113
H -4.774 -24.256 3.102
H -5.383 -25.737 3.752
H -4.614 -23.407 5.562
H -6.206 -23.380 4.683
H -5.886 -24.615 5.757
C -4.663 -35.421 11.291
C -5.871 -34.669 10.710
O -5.972 -35.271 9.432
P -6.966 -34.649 8.294
O -7.336 -33.197 8.472
O -6.082 -35.054 6.969
C -5.790 -34.097 5.969
C -5.202 -34.741 4.685
O -8.243 -35.644 8.173
C -8.118 -37.084 8.180
C -7.955 -37.658 9.570
H -4.459 -35.011 12.280
H -5.126 -36.381 11.520
H -3.855 -35.548 10.571
H -6.768 -34.796 11.316
H -5.647 -33.622 10.504
H -6.672 -33.464 5.870
H -5.030 -33.411 6.344
H -5.101 -34.022 3.872
H -4.186 -35.033 4.950
H -5.817 -35.602 4.423
H -9.071 -37.483 7.835
H -7.406 -37.492 7.463
H -7.235 -37.194 10.244
H -8.929 -37.490 10.031
H -7.854 -38.742 9.627
C -9.845 -27.091 -1.398
C -8.619 -26.133 -1.480
O -8.145 -26.061 -0.171
P -7.210 -24.850 0.337
O -7.042 -23.715 -0.584
O -7.837 -24.454 1.802
C -9.218 -24.209 2.058
C -9.330 -23.653 3.430
O -5.837 -25.602 0.825
C -4.912 -26.122 -0.085
C -4.248 -27.472 0.378
H -10.387 -26.860 -0.481
H -10.602 -27.017 -2.178
H -9.522 -28.131 -1.366
H -7.874 -26.506 -2.183
H -8.998 -25.132 -1.685
H -9.467 -23.447 1.319
H -9.918 -25.045 2.052
H -8.590 -22.876 3.622
H -10.317 -23.233 3.628
H -9.150 -24.453 4.148
H -5.398 -26.256 -1.051
H -4.133 -25.361 -0.131
H -4.930 -28.306 0.218
H -3.309 -27.715 -0.120
H -4.016 -27.427 1.442
C -10.642 -30.789 -2.233
C -9.585 -31.402 -1.293
O -8.853 -32.363 -1.988
P -7.515 -33.001 -1.336
O -6.707 -33.937 -2.218
O -8.071 -33.587 0.050
C -7.326 -33.919 1.150
C -7.942 -32.958 2.156
O -6.741 -31.715 -0.724
C -5.920 -30.811 -1.467
C -6.608 -29.635 -2.084
H -10.174 -30.302 -3.088
H -11.355 -31.500 -2.652
H -11.281 -29.989 -1.859
H -8.935 -30.584 -0.983
H -10.157 -31.746 -0.431
H -7.452 -34.992 1.290
H -6.243 -33.877 1.026
H -9.018 -33.032 2.310
H -7.464 -33.137 3.119
H -7.796 -31.951 1.765
H -5.102 -30.554 -0.795
H -5.509 -31.411 -2.280
H -6.696 -28.823 -1.363
H -5.975 -29.393 -2.939
H -7.612 -29.856 -2.445
C -2.570 -34.452 -0.450
C -2.696 -34.427 1.064
O -1.941 -33.400 1.617
P -2.497 -31.897 1.510
O -2.716 -31.384 0.110
O -3.887 -31.977 2.398
C -4.757 -30.848 2.583
C -5.186 -30.777 3.989
O -1.441 -30.967 2.403
C -0.377 -30.218 1.817
C 1.059 -30.836 1.909
H -2.867 -35.440 -0.803
H -3.265 -33.715 -0.853
H -1.553 -34.290 -0.805
H -3.760 -34.510 1.285
H -2.263 -35.322 1.511
H -4.383 -29.855 2.333
H -5.651 -30.933 1.967
H -4.312 -30.769 4.639
H -5.657 -29.805 4.137
H -5.891 -31.558 4.273
H -0.566 -30.058 0.755
H -0.195 -29.227 2.234
H 1.808 -30.287 1.338
H 1.376 -30.877 2.951
H 1.118 -31.895 1.660
*
```

Atom charges from the Löwdin analysis, given in e for atoms 1 to 99: number 1, Br, carries 0.615; number 2, C, carries -0.720; number 3, C, carries -0.622; number 4, Br, carries 0.641; number 5, H, carries 0.048; number 6, H, carries 0.050; number 7, H, carries -0.019; number 8, H, carries 0.056; number 9, Br, carries 0.642; number 10, C, carries -0.642; number 11, C, carries -0.665; number 12, Br, carries 0.619; number 13, H, carries 0.047; number 14, H, carries 0.045; number 15, H, carries 0.019; number 16, H, carries 0.061; number 17, Br, carries 0.576; number 18, C, carries -0.623; number 19, C, carries -0.652; number 20, Br, carries 0.693; number 21, H, carries 0.046; number 22, H, carries 0.031; number 23, H, carries 0.044; number 24, H, carries 0.043; number 25, Br, carries 0.603; number 26, C, carries -0.671; number 27, C, carries -0.696; number 28, Br, carries 0.555; number 29, H, carries 0.053; number 30, H, carries 0.035; number 31, H, carries -0.042; number 32, H, carries 0.052; number 33, Br, carries 0.606; number 34, C, carries -0.615; number 35, C, carries -0.665; number 36, Br, carries 0.658; number 37, H, carries 0.052; number 38, H, carries 0.050; number 39, H, carries 0.040; number 40, H, carries 0.056; number 41, Br, carries 0.543; number 42, C, carries -0.617; number 43, C, carries -0.651; number 44, Br, carries 0.566; number 45, H, carries 0.043; number 46, H, carries 0.046; number 47, H, carries 0.048; number 48, H, carries 0.064; number 49, Br, carries 0.660; number 50, C, carries -0.658; number 51, C, carries -0.671; number 52, Br, carries 0.590; number 53, H, carries 0.047; number 54, H, carries 0.052; number 55, H, carries 0.016; number 56, H, carries 0.038; number 57, Br, carries 0.723; number 58, C, carries -0.615; number 59, C, carries -0.565; number 60, Br, carries 0.768; number 61, H, carries 0.008; number 62, H, carries 0.045; number 63, H, carries 0.044; number 64, H, carries 0.043; number 65, C, carries -0.076; number 66, C, carries -0.226; number 67, O, carries -0.211; number 68, P, carries 0.552; number 69, O, carries -0.257; number 70, O, carries -0.198; number 71, C, carries -0.263; number 72, C, carries -0.042; number 73, O, carries -0.211; number 74, C, carries -0.260; number 75, C, carries -0.082; number 76, H, carries 0.082; number 77, H, carries 0.066; number 78, H, carries 0.078; number 79, H, carries 0.108; number 80, H, carries 0.103; number 81, H, carries 0.090; number 82, H, carries 0.099; number 83, H, carries 0.069; number 84, H, carries 0.044; number 85, H, carries 0.084; number 86, H, carries 0.114; number 87, H, carries 0.111; number 88, H, carries 0.068; number 89, H, carries 0.074; number 90, H, carries 0.067; number 91, C, carries -0.090; number 92, C, carries -0.262; number 93, O, carries -0.172; number 94, P, carries 0.551; number 95, O, carries -0.248; number 96, O, carries -0.181; number 97, C, carries -0.304; number 98, C, carries -0.058; number 99, O, carries -0.177